Computed, not measured: 2 unconnected molecules or ions with the total composition C5H6NO5, with ωB97M-V with the def2-TZVPD basis set.

Values from the calculation:
Lowest unoccupied orbital energy = 3.666 eV
E = -625.0874 Ha
Charge = -1
Orbital gap = 0.3413 Ha
ΔE to the lowest compared entry with this formula, charge and spin = 47.9 kcal/mol

Last column: Löwdin charge in e.
CARTESIAN COORDINATES (ANGSTROEM)
C1 1.693 -1.160 -2.079  0.1112
C2 1.411 0.645 0.391  -0.5911
C3 1.262 -0.248 -3.214  -0.6727
C4 -0.951 -0.259 0.773  -0.0776
C5 -0.053 0.781 0.037  -0.1467
N1 2.071 -1.971 -1.330  -0.1269
O1 1.233 0.984 -2.922  -0.0644
O2 1.752 0.182 1.447  0.0844
O3 1.172 -0.734 -4.340  0.0038
O4 2.545 -2.829 -0.631  -0.0279
O5 2.154 1.183 -0.547  0.0947
H1 -0.615 -0.487 1.857  0.0955
H2 -0.761 -1.260 0.239  0.0959
H3 -1.965 -0.210 0.742  0.0057
H4 -0.303 1.844 0.047  0.1260
H5 -0.086 0.481 -0.942  0.0466
H6 1.759 1.400 -1.402  0.0434

Atoms 1-2, force components in eV/Å:
0.0 -1.3 0.9
-2.2 0.7 0.0

Computed, not measured: C17H26N6O4 in the gas phase, with ωB97M-V with the def2-TZVPD basis set.

Values from the calculation:
Lowest unoccupied orbital energy = -0.514 eV
E = -1292.7263 Ha
Orbital gap = 0.2893 Ha
ΔE to the lowest compared entry with this formula, charge and spin = 164.9 kcal/mol

Last column: Löwdin charge in e.
CARTESIAN COORDINATES (ANGSTROEM)
C1 0.350 -2.735 5.588  -0.0738
C2 0.848 -2.019 4.336  -0.3928
C3 1.952 -2.820 3.642  -0.1516
C4 2.390 -2.121 2.349  -0.1778
N1 1.305 -1.864 1.416  -0.1734
C5 0.824 -3.040 0.710  -0.1974
C6 1.788 -3.484 -0.395  -0.1533
C7 2.123 -2.347 -1.365  -0.1758
N2 0.956 -1.869 -2.057  0.0662
C8 0.261 -0.748 -1.787  -0.1949
C9 0.658 0.298 -0.985  0.0377
C10 -0.115 1.468 -0.770  -0.1556
N3 0.348 2.427 0.039  0.0615
C11 1.643 2.499 0.661  -0.1655
C12 1.780 3.851 1.371  -0.2523
O1 1.837 4.928 0.477  -0.0455
C13 -1.384 1.635 -1.393  -0.0624
N4 -2.185 2.763 -1.255  -0.3465
O2 -3.252 2.809 -1.836  0.0824
O3 -1.784 3.704 -0.543  0.0025
C14 -1.828 0.576 -2.222  -0.1583
N5 -2.928 0.397 -2.922  0.1409
O4 -2.811 -0.797 -3.512  -0.0480
N6 -1.663 -1.409 -3.217  0.1338
C15 -1.013 -0.594 -2.419  -0.1612
C16 0.254 -1.109 2.076  -0.1932
C17 -0.289 -1.780 3.342  -0.1469
H1 1.166 -2.888 6.291  0.0759
H2 -0.423 -2.148 6.079  0.0765
H3 -0.068 -3.706 5.331  0.0800
H4 1.260 -1.046 4.629  0.1414
H5 2.814 -2.925 4.302  0.1177
H6 1.583 -3.823 3.414  0.1122
H7 3.157 -2.712 1.845  0.1113
H8 2.830 -1.150 2.602  0.1224
H9 0.641 -3.899 1.373  0.1165
H10 -0.132 -2.773 0.249  0.1209
H11 1.327 -4.310 -0.940  0.1140
H12 2.719 -3.851 0.038  0.1031
H13 2.570 -1.527 -0.807  0.1083
H14 2.844 -2.704 -2.108  0.1234
H15 0.470 -2.542 -2.633  0.1443
H16 1.593 0.230 -0.458  0.0949
H17 -0.295 3.220 0.144  0.0976
H18 1.768 1.692 1.394  0.1098
H19 2.433 2.414 -0.094  0.1331
H20 2.723 3.874 1.923  0.1229
H21 0.952 3.972 2.084  0.1260
H22 0.995 5.010 0.013  0.0866
H23 -0.552 -0.933 1.360  0.1156
H24 0.678 -0.137 2.350  0.1092
H25 -1.054 -1.143 3.789  0.1193
H26 -0.756 -2.732 3.082  0.1183

Atoms 1-2, force components in eV/Å:
0.1 0.2 -0.2
-0.2 -0.4 0.0

Computed, not measured: C11H16N2O4S in the gas phase, with ωB97M-V with the def2-TZVPD basis set.

Values from the calculation:
Lowest unoccupied orbital energy = 0.641 eV
E = -1237.4195 Ha
Orbital gap = 0.3572 Ha
ΔE to the lowest compared entry with this formula, charge and spin = 44.7 kcal/mol

Last column: Löwdin charge in e.
CARTESIAN COORDINATES (ANGSTROEM)
C1 -0.985 -3.311 -0.003  -0.0505
C2 -0.116 -2.378 -0.831  -0.2082
O1 0.508 -1.390 -0.003  -0.0330
C3 1.665 -1.708 0.571  -0.5279
O2 2.233 -2.759 0.437  0.1166
C4 2.202 -0.546 1.388  -0.1295
C5 3.319 0.152 0.620  -0.4436
S1 2.778 0.922 -0.939  0.8917
C6 1.885 2.384 -0.309  -0.3657
C7 0.498 2.056 0.214  -0.5435
O3 0.120 2.403 1.310  0.0764
N1 -0.254 1.365 -0.683  0.1416
C8 -1.520 0.873 -0.463  -0.3065
C9 -2.359 1.032 0.671  0.0650
C10 -3.481 0.332 0.337  -0.3121
C11 -4.753 0.086 1.058  0.0002
O4 -3.328 -0.197 -0.889  0.0036
N2 -2.110 0.142 -1.382  0.0986
H1 -1.493 -4.011 -0.659  0.0795
H2 -0.373 -3.868 0.703  0.0769
H3 -1.728 -2.739 0.549  0.0721
H4 0.664 -2.942 -1.352  0.1238
H5 -0.718 -1.810 -1.544  0.0998
H6 2.619 -0.944 2.316  0.1299
H7 1.394 0.146 1.621  0.1046
H8 3.779 0.934 1.226  0.0809
H9 4.080 -0.570 0.323  0.0815
H10 1.806 3.063 -1.158  0.0849
H11 2.476 2.854 0.477  0.0894
H12 0.179 1.058 -1.544  0.1312
H13 -2.138 1.574 1.564  0.1069
H14 -5.572 0.602 0.558  0.0897
H15 -4.981 -0.978 1.062  0.0881
H16 -4.673 0.448 2.078  0.0875

Atoms 1-2, force components in eV/Å:
0.3 0.3 -0.1
-0.1 -0.5 -0.3